# 1
A molecular structure, C3H7NO2 in a non-equilibrium geometry, computed with wB97M-V/def2-TZVPD.

Element x y z (Å)
C 1.764 -0.030 0.677
C 1.229 0.984 -0.246
O -0.292 -0.831 -1.585
C -1.018 -0.219 -0.815
O -0.554 0.696 0.053
N -2.385 -0.402 -0.832
H 2.124 -0.957 0.231
H 0.689 -0.145 0.899
H 2.285 0.292 1.581
H 1.317 2.025 0.057
H 1.239 0.755 -1.300
H -2.966 -0.095 -0.071
H -2.717 -1.183 -1.383

Atomic forces in eV per Å
-0.734 -0.257 0.255
-1.767 -0.057 -0.033
-0.209 -0.015 0.055
0.392 0.183 -0.386
0.941 0.829 -1.265
0.239 0.023 0.234
0.102 0.339 -0.020
0.790 -1.593 1.669
0.054 0.129 -0.437
-0.328 -0.146 -0.190
0.080 0.222 -0.083
0.196 0.108 -0.027
0.245 0.235 0.228

molar mass	89.09	g mol⁻¹
LUMO level	0.037	Eh
orbital gap	0.4038	hartree
E	-8808.350	eV
energy relative to the best compared isomer or geometry (same formula, charge and spin)	210.20	kJ/mol
spin multiplicity	1
net charge	0

Löwdin atomic charge list, values in e, 8 entries: -0.088, 0.009, 0.029, -0.680, -0.080, 0.157, 0.089, 0.076

***

# 2
A single C3H7NO2 molecule in a non-equilibrium geometry, computed with wB97M-V/def2-TZVPD.

Element x y z (Å)
N -1.325 -0.950 -0.469
C -0.979 0.199 -1.062
O -1.575 0.600 -2.043
C 0.109 0.952 -0.343
C 1.032 0.261 0.697
O 1.066 -1.124 0.809
H -0.745 -1.340 0.207
H -2.009 -1.579 -0.814
H -0.417 1.782 0.144
H 0.673 1.476 -1.107
H 2.050 0.649 0.557
H 0.727 0.583 1.688
H 1.399 -1.507 -0.009

Atomic forces in eV per Å
-0.583 -0.474 0.064
-0.810 -0.336 -0.376
0.440 0.569 -0.086
0.140 0.588 -0.138
0.169 1.543 0.374
0.005 -1.166 -0.416
1.045 -0.481 1.362
-0.672 0.070 -0.758
0.010 -0.196 0.164
0.302 -0.184 -0.233
-0.124 -0.013 -0.063
-0.052 0.129 0.100
0.128 -0.049 0.006

molar mass	89.09	g mol⁻¹
LUMO level	0.023	Eh
orbital gap	0.3797	hartree
E	-8809.580	eV
energy relative to the best compared isomer or geometry (same formula, charge and spin)	91.52	kJ/mol
SMILES	NC(=O)CCO
spin multiplicity	1
net charge	0

Löwdin atomic charge list, values in e, 8 entries: 0.186, -0.565, 0.042, -0.076, -0.254, -0.074, 0.049, 0.110

***

# 3
2 unconnected molecules or ions with the total composition C3H7NO2, computed with wB97M-V/def2-TZVPD.

Element x y z (Å)
N 1.407 1.425 -0.890
C 0.293 0.658 -0.627
O -0.545 1.152 0.223
C 0.089 -0.572 -1.236
C -1.167 -0.708 1.016
O -0.626 -0.306 2.133
H 2.137 1.015 -1.450
H 1.716 2.028 -0.141
H 0.840 -0.995 -1.901
H -0.939 -0.838 -1.465
H -2.124 -0.330 0.676
H -0.878 -1.715 0.747
H -0.692 0.671 2.116

Atomic forces in eV per Å
0.038 -0.040 0.191
0.048 -0.016 -0.041
0.178 0.026 -0.230
-0.072 0.070 -0.103
-0.072 -0.307 0.191
-0.093 0.112 -0.278
-0.122 0.045 0.037
-0.075 -0.086 -0.139
-0.085 0.103 0.154
0.112 0.016 0.086
0.166 0.041 0.037
-0.022 0.101 -0.005
-0.002 -0.065 0.100

molar mass	89.09	g mol⁻¹
LUMO level	-0.002	Eh
orbital gap	0.2716	hartree
E	-8806.301	eV
energy relative to the best compared isomer or geometry (same formula, charge and spin)	407.95	kJ/mol
spin multiplicity	1
net charge	0

Löwdin atomic charge list, values in e, 8 entries: 0.127, -0.642, -0.114, -0.025, -0.006, 0.054, 0.090, 0.094

***

# 4
A single C3H7NO2 molecule in a non-equilibrium geometry, computed with wB97M-V/def2-TZVPD.

Element x y z (Å)
C -0.053 -0.101 -0.531
C -1.313 -0.640 0.210
O -1.627 -1.873 -0.423
C 0.579 1.151 0.054
N 1.994 1.046 0.067
O 0.000 2.171 0.325
H -0.438 0.104 -1.531
H 0.704 -0.873 -0.528
H -1.020 -0.862 1.238
H -2.099 0.106 0.122
H -1.623 -2.612 0.190
H 2.523 1.898 0.000
H 2.375 0.485 0.806

Atomic forces in eV per Å
-1.062 -0.047 1.116
1.751 -0.271 -0.049
-0.550 0.002 -0.475
0.493 0.090 -0.599
0.032 0.049 -0.208
-0.230 -0.036 -0.133
0.621 0.104 -0.207
-0.001 -0.244 -0.373
-0.396 0.443 0.222
-0.285 -0.278 0.253
-0.017 0.284 0.134
-0.397 0.531 0.310
0.042 -0.628 0.008

molar mass	89.09	g mol⁻¹
LUMO level	0.027	Eh
orbital gap	0.3910	hartree
E	-8809.251	eV
energy relative to the best compared isomer or geometry (same formula, charge and spin)	123.25	kJ/mol
SMILES	NC(=O)CCO
spin multiplicity	1
net charge	0

Löwdin atomic charge list, values in e, 8 entries: -0.101, -0.242, -0.075, -0.506, 0.110, 0.087, 0.131, 0.106

***

# 5
2 unconnected molecules or ions with the total composition C3H7NO2 in a non-equilibrium geometry, computed with wB97M-V/def2-TZVPD.

Element x y z (Å)
C 1.574 -0.136 -0.254
C 1.670 -0.914 0.870
N 0.443 0.552 -0.774
H 2.449 -0.156 -0.960
H 2.708 -1.298 1.115
H 0.855 -1.050 1.548
H 0.049 1.317 -0.196
H -1.352 0.219 -1.248
H 0.867 0.937 -1.674
O -2.221 0.012 -0.822
C -2.335 0.170 0.453
O -1.395 0.221 1.193
H -3.311 0.126 0.750

Atomic forces in eV per Å
0.912 -1.984 1.348
1.557 1.360 -1.786
1.522 1.337 -2.286
-0.864 0.224 0.874
-1.621 0.253 -0.336
-0.270 0.023 0.365
0.710 -0.867 -0.288
0.108 -0.607 1.252
-1.408 -0.018 1.613
-1.129 0.317 -3.054
3.112 -0.684 -0.051
0.305 0.601 1.383
-2.934 0.044 0.966

molar mass	89.09	g mol⁻¹
LUMO level	0.029	Eh
orbital gap	0.3496	hartree
E	-8808.324	eV
energy relative to the best compared isomer or geometry (same formula, charge and spin)	212.74	kJ/mol
SMILES	C=CN.O=CO
spin multiplicity	1
net charge	0

Löwdin atomic charge list, values in e, 8 entries: -0.277, -0.005, -0.032, 0.101, 0.064, 0.025, 0.100, 0.092

***

# 6
A single C3H7NO2 molecule, computed with wB97M-V/def2-TZVPD.

Element x y z (Å)
C -1.476 0.325 0.319
C -0.866 -0.417 -0.860
O 0.518 -0.109 -0.978
C 1.276 -0.527 0.083
O 1.265 -1.639 0.558
N 2.001 0.547 0.460
H -1.279 1.399 0.240
H -1.047 -0.032 1.261
H -2.557 0.162 0.355
H -0.978 -1.497 -0.754
H -1.302 -0.091 -1.808
H 2.680 0.515 1.198
H 1.764 1.364 -0.075

Atomic forces in eV per Å
0.015 -0.031 -0.015
-0.352 -0.167 -0.027
0.040 -0.099 -0.116
0.012 -0.363 0.118
-0.067 0.641 -0.188
0.024 -0.092 -0.063
-0.099 -0.135 -0.029
-0.082 0.019 -0.099
0.102 0.034 0.000
-0.111 0.034 -0.031
0.000 -0.120 0.144
0.015 0.016 -0.083
0.501 0.264 0.387

molar mass	89.09	g mol⁻¹
LUMO level	0.034	Eh
orbital gap	0.4186	hartree
E	-8810.090	eV
energy relative to the best compared isomer or geometry (same formula, charge and spin)	42.37	kJ/mol
SMILES	CCOC(N)=O
spin multiplicity	1
net charge	0

Löwdin atomic charge list, values in e, 8 entries: -0.070, -0.233, -0.052, -0.642, 0.094, 0.194, 0.081, 0.079

***

# 7
A single C3H7NO2 molecule in a non-equilibrium geometry, computed with wB97M-V/def2-TZVPD.

Element x y z (Å)
O -1.499 1.040 0.467
C -0.232 1.483 0.188
C 0.850 0.447 0.386
N 0.703 -1.010 -0.408
C -0.452 -1.682 -0.584
O -1.588 -1.298 -0.287
H -1.580 -0.001 0.175
H 0.285 2.105 0.990
H -0.149 2.104 -0.728
H 0.815 0.165 1.444
H 1.811 0.919 0.121
H 1.489 -1.591 -0.721
H -0.418 -2.685 -1.047

Atomic forces in eV per Å
-0.101 -0.787 -0.013
1.070 0.195 0.432
0.071 -2.418 -1.165
-0.169 0.899 0.275
-0.337 0.277 0.176
0.321 -0.425 -0.125
-0.031 2.092 0.527
-1.408 0.391 -0.330
-0.006 -0.594 0.083
0.201 -0.160 -0.344
-0.211 -0.769 -0.040
-0.086 0.995 0.438
0.687 0.302 0.084

molar mass	89.09	g mol⁻¹
LUMO level	0.023	Eh
orbital gap	0.3716	hartree
E	-8808.393	eV
energy relative to the best compared isomer or geometry (same formula, charge and spin)	206.12	kJ/mol
SMILES	O=CNCCO
spin multiplicity	1
net charge	0

Löwdin atomic charge list, values in e, 8 entries: -0.110, -0.350, -0.075, 0.072, -0.319, 0.021, 0.030, 0.126

***

# 8
A single C3H7NO2 molecule in a non-equilibrium geometry, computed with wB97M-V/def2-TZVPD.

Element x y z (Å)
C -0.157 -2.061 -0.679
N -0.203 -0.670 -0.517
C 0.749 0.145 0.398
C 0.225 1.503 0.399
O -1.238 1.525 0.405
O -0.884 -2.473 -1.509
H 0.581 -2.569 -0.044
H -0.713 0.020 -1.071
H 0.704 -0.282 1.366
H 1.853 0.064 0.155
H 0.367 2.147 1.318
H 0.402 2.017 -0.547
H -1.686 0.635 0.326

Atomic forces in eV per Å
0.162 4.150 0.044
3.042 1.372 2.343
0.549 -2.767 -1.162
-2.693 2.374 0.493
-1.159 -1.155 0.088
-1.242 -2.842 -1.501
-0.156 -0.210 0.049
-0.018 -1.523 -0.568
-0.331 -0.470 1.178
-1.277 0.296 -0.384
1.061 -0.818 -1.216
0.882 0.245 0.257
1.182 1.347 0.380

molar mass	89.09	g mol⁻¹
LUMO level	0.031	Eh
orbital gap	0.3952	hartree
E	-8808.183	eV
energy relative to the best compared isomer or geometry (same formula, charge and spin)	226.29	kJ/mol
SMILES	O=CNCCO
spin multiplicity	1
net charge	0

Löwdin atomic charge list, values in e, 8 entries: -0.354, 0.012, -0.176, -0.247, -0.135, 0.049, 0.136, 0.125

***

# 9
A single C3H7NO2 molecule in a non-equilibrium geometry, computed with wB97M-V/def2-TZVPD.

Element x y z (Å)
O 2.273 0.548 0.418
C 1.213 0.099 0.035
N 0.250 0.934 -0.493
C -1.215 0.880 -0.287
O -1.648 -0.316 0.295
C 0.981 -1.397 0.022
H 0.605 1.875 -0.463
H -1.692 1.067 -1.247
H -1.448 1.715 0.383
H -2.097 -0.111 1.089
H 0.199 -1.766 -0.625
H 0.656 -1.637 1.037
H 1.923 -1.892 -0.164

Atomic forces in eV per Å
0.123 0.207 -0.025
-0.052 -0.624 -0.495
-0.328 -0.232 0.245
0.720 0.587 0.247
0.620 -0.365 -1.367
-0.374 0.222 0.743
-0.017 0.319 0.031
-0.182 -0.270 -0.085
-0.157 0.001 -0.143
-0.610 0.206 1.191
-0.061 0.191 -0.318
0.122 -0.218 0.021
0.195 -0.024 -0.045

molar mass	89.09	g mol⁻¹
LUMO level	0.019	Eh
orbital gap	0.3693	hartree
E	-8809.346	eV
energy relative to the best compared isomer or geometry (same formula, charge and spin)	114.14	kJ/mol
SMILES	CC(=O)NCO
spin multiplicity	1
net charge	0

Löwdin atomic charge list, values in e, 8 entries: 0.047, -0.537, 0.071, -0.236, -0.020, -0.009, 0.127, 0.117